C56H36N7O2Rb | wB97M-V/def2-TZVPD

Properties
LUMO level ... 3.900 eV
HOMO-LUMO gap ... 5.15 eV
Total energy ... -73833.1058 eV
Charge ... -2

Structure (XYZ):
```
102
Properties=species:S:1:pos:R:3:mulliken_charge:R:1
Rb 0.120 0.147 -0.862 0.98
C 2.073 4.361 5.448 -0.31
C 2.349 4.755 4.148 -0.79
C 1.777 4.082 3.076 -0.20
C 0.917 3.006 3.287 0.07
C 0.668 2.602 4.601 -0.29
C 1.229 3.278 5.670 -0.78
C 0.305 2.252 2.163 0.16
C -0.472 2.937 1.281 -0.16
C -0.830 4.361 1.401 -1.40
C -1.543 4.678 0.311 -1.01
C -1.638 3.448 -0.509 0.26
N -1.025 2.453 0.095 0.47
C -2.334 3.375 -1.763 0.77
C -2.680 2.156 -2.388 0.06
C -3.132 2.052 -3.805 -0.74
C -3.251 0.748 -4.084 -1.79
C -2.907 0.024 -2.847 0.41
C -2.784 -1.322 -2.682 0.61
C -2.954 -2.286 -3.784 -0.16
C -4.152 -2.361 -4.497 -0.16
C -4.302 -3.252 -5.551 -0.70
C -3.259 -4.098 -5.899 -0.36
C -2.071 -4.047 -5.182 -0.72
C -1.915 -3.154 -4.133 -0.45
C -2.318 -1.778 -1.349 0.81
N -1.154 -2.337 -1.154 -0.10
C -0.947 -2.256 0.257 -0.40
C 0.282 -2.134 0.806 -0.44
C 1.913 -3.752 0.872 1.75
C 1.832 -5.151 0.313 -0.07
C 3.109 -5.656 -0.263 -1.18
C 4.153 -4.850 -0.462 -0.88
C 4.284 -3.441 0.067 0.19
C 3.279 -3.170 1.178 -0.18
C 0.558 -1.412 2.143 2.17
C 2.091 -1.041 2.054 -1.10
C 2.021 0.459 2.007 -1.02
C 0.713 0.814 2.139 -0.89
N -0.200 -0.187 2.269 -0.42
C -2.160 -1.752 0.884 -0.81
C -3.012 -1.451 -0.111 -1.36
N -2.583 0.940 -1.863 -0.22
C -2.691 4.640 -2.429 0.20
C -3.981 4.862 -2.935 -0.37
C -4.318 6.044 -3.576 -0.72
C -3.382 7.060 -3.715 -0.46
C -2.103 6.868 -3.210 -0.77
C -1.763 5.678 -2.588 -0.40
H 2.521 4.884 6.285 0.38
H 3.021 5.585 3.962 0.35
H 2.002 4.376 2.059 0.53
H 0.027 1.744 4.763 0.36
H 1.016 2.954 6.682 0.38
H -0.592 5.001 2.236 0.45
H -1.996 5.629 0.081 0.53
H -3.273 2.883 -4.479 0.54
H -3.517 0.294 -5.027 0.46
H -4.967 -1.708 -4.211 0.47
H -5.239 -3.290 -6.093 0.34
H -3.373 -4.798 -6.719 0.36
H -1.251 -4.706 -5.443 0.38
H -0.995 -3.120 -3.564 0.55
H 0.996 -5.275 -0.381 0.42
H 3.136 -6.674 -0.641 0.40
H 5.008 -5.234 -1.012 0.39
H 5.305 -3.351 0.480 0.34
H 3.649 -3.347 2.186 0.53
H 2.618 -1.397 2.950 0.66
H 2.866 1.119 1.900 0.65
H -2.274 -1.603 1.944 0.49
H -3.982 -0.985 -0.052 0.46
H -4.727 4.088 -2.800 0.51
H -5.326 6.177 -3.953 0.35
H -3.646 7.989 -4.209 0.37
H -1.356 7.647 -3.316 0.36
H -0.754 5.531 -2.222 0.50
O 1.399 -5.636 1.648 -0.71
C 1.172 -4.289 2.037 -0.65
N 1.482 -2.511 0.188 -0.22
C 2.658 -1.807 0.848 1.47
O 4.064 -2.460 -0.912 -0.63
C 3.637 -1.160 -0.146 1.41
C 4.823 -0.617 0.557 -1.09
C 5.560 0.355 -0.039 -0.50
C 5.116 0.954 -1.238 -1.05
C 3.827 0.618 -1.635 -0.38
N 3.047 -0.299 -1.092 -0.44
C 0.470 -3.800 3.067 0.40
C -0.127 -4.665 4.073 -1.76
C -0.703 -4.158 5.177 -0.01
C -0.774 -2.737 5.373 -1.02
C -0.329 -1.936 4.373 -0.01
N 0.227 -2.403 3.230 0.71
H 5.099 -1.010 1.531 0.30
H 6.465 0.713 0.446 0.38
H 5.655 1.756 -1.724 0.31
H 3.365 1.203 -2.434 0.30
H -0.066 -5.731 3.899 0.43
H -1.128 -4.829 5.916 0.39
H -1.223 -2.300 6.253 0.40
H -0.429 -0.858 4.369 0.33
```